1.
Below is a 7-piece molecular cluster, C22H50O14S4 overall, with properties calculated with ωB97M-V with the def2-TZVPD basis set.

Results
- energy (eV) = -95626.92696
- largest force on an atom (eV Å⁻¹) = 3.82
- HOMO energy (eV) = -8.9
- orbital gap (eV) = 9.25

```
! RIJCOSX wB97M-V def2-TZVPD def2/J DEFGRID3
* xyz 0 1
C 0.898 1.227 -1.090
C -0.609 0.993 -0.942
C -0.798 -0.451 -0.631
S 0.503 -0.965 0.498
O 1.094 -2.152 -0.004
O 0.141 -0.923 1.886
C 1.540 0.493 0.084
H 1.130 2.285 -1.150
H 1.215 0.771 -2.006
H -1.181 1.361 -1.796
H -1.030 1.618 -0.169
H -0.532 -0.887 -1.608
H -1.801 -0.814 -0.310
H 2.537 0.156 -0.103
H 1.602 1.060 1.006
C 1.049 -4.281 -3.341
C 0.919 -2.810 -3.474
O -0.472 -2.559 -3.938
C -0.758 -1.323 -4.200
O 0.013 -0.377 -4.117
O -2.005 -1.251 -4.668
C -2.572 0.132 -4.757
H 1.980 -4.632 -2.906
H 1.015 -4.860 -4.297
H 0.218 -4.687 -2.771
H 1.657 -2.451 -4.130
H 0.959 -2.433 -2.433
H -3.623 -0.178 -4.565
H -2.422 0.645 -5.659
H -2.103 0.644 -3.926
C -3.308 0.224 3.608
C -3.714 1.684 3.659
O -5.149 1.674 3.671
C -5.737 1.825 2.463
O -5.167 1.887 1.395
O -7.042 1.977 2.672
C -7.823 1.973 1.430
H -2.248 0.071 3.443
H -3.834 -0.281 2.803
H -3.560 -0.349 4.499
H -3.303 2.160 2.735
H -3.391 2.260 4.516
H -8.789 1.590 1.734
H -7.374 1.270 0.759
H -7.810 2.926 0.849
C 1.653 -4.663 2.269
C 2.355 -3.863 3.363
O 2.309 -4.525 4.633
C 2.890 -4.009 5.653
O 3.713 -3.116 5.576
O 2.391 -4.514 6.817
C 2.929 -3.832 7.969
H 1.935 -4.258 1.305
H 0.592 -4.787 2.295
H 2.017 -5.670 2.261
H 1.965 -2.837 3.569
H 3.400 -3.793 3.011
H 2.440 -2.836 7.889
H 3.998 -3.702 8.061
H 2.588 -4.415 8.799
C 5.693 -2.217 -2.579
S 4.671 -1.361 -1.343
O 3.691 -0.582 -2.112
C 3.862 -2.888 -0.729
H 6.405 -2.877 -2.045
H 6.145 -1.409 -3.229
H 5.092 -2.849 -3.239
H 3.402 -2.590 0.167
H 4.529 -3.709 -0.639
H 3.101 -3.129 -1.496
C 0.381 5.770 -5.024
S 0.486 4.520 -3.772
O -0.886 4.293 -3.226
C 0.901 3.178 -4.869
H 0.288 6.712 -4.477
H -0.475 5.616 -5.683
H 1.250 5.863 -5.710
H 1.714 3.626 -5.435
H -0.034 2.981 -5.417
H 1.223 2.319 -4.216
C -0.313 5.147 2.763
S -0.173 3.792 1.614
O -0.661 2.464 2.247
C -1.464 4.347 0.503
H -1.377 5.158 3.099
H -0.033 6.079 2.278
H 0.240 5.080 3.682
H -1.869 3.453 0.007
H -1.083 4.868 -0.376
H -2.197 4.922 1.068
*
```

Mulliken population analysis, charges in e, atoms 1 to 4: atom 1 (C): -0.533, atom 2 (C): 0.200, atom 3 (C): 0.056, atom 4 (S): 0.875



2.
Below is C22H51AsN7SSi2V as an isolated structure, with properties calculated with ωB97M-V with the def2-TZVPD basis set.

Results
- energy (eV) = -147189.22475
- largest force on an atom (eV Å⁻¹) = 0.12
- HOMO energy (alpha / beta) (eV) = -9.2 / -9.3
- relative energy (zero: lowest compared OMol25 entry of this formula, charge and spin) (kcal per mole) = 0.0
- <S²> = 3.7637
- orbital gap (alpha / beta) (eV) = 7.37 / 7.48

```
! RIJCOSX wB97M-V def2-TZVPD def2/J DEFGRID3
* xyz 1 4
V -0.751 -0.159 -0.329
N -0.883 -0.211 1.871
C -0.575 -1.395 2.700
C -1.594 -2.525 2.551
C -1.268 -3.623 1.535
C -1.421 -3.309 0.055
N -0.418 -2.346 -0.449
H -0.149 0.483 2.013
H -1.738 0.225 2.211
H -0.514 -1.098 3.750
H 0.417 -1.739 2.412
H -2.585 -2.104 2.346
H -1.685 -3.011 3.523
H -1.922 -4.473 1.743
H -0.250 -3.986 1.716
H -2.419 -2.906 -0.145
H -1.344 -4.246 -0.502
H -0.327 -2.475 -1.456
H 0.498 -2.583 -0.073
C -4.828 1.372 1.474
N -3.799 1.194 0.464
C -3.689 -0.144 -0.069
C -2.860 2.152 0.183
N -1.660 1.797 -0.174
N -3.257 3.452 0.336
C -4.560 3.889 -0.157
C -2.246 4.495 0.332
H -4.757 0.568 2.213
H -5.831 1.341 1.041
H -4.692 2.320 1.985
H -4.655 -0.471 -0.459
H -3.377 -0.869 0.692
H -2.998 -0.169 -0.916
H -1.131 2.579 -0.536
H -5.174 3.037 -0.431
H -4.428 4.510 -1.047
H -5.083 4.477 0.599
H -1.905 4.738 -0.682
H -1.390 4.203 0.936
H -2.679 5.395 0.766
C 3.055 -0.155 2.900
Si 3.209 -0.704 1.105
C 4.995 -0.477 0.582
C 2.895 -2.568 1.068
As 1.826 0.392 -0.423
Si 2.034 2.560 0.384
C 1.401 3.734 -0.957
C 1.046 2.894 1.959
C 3.806 3.069 0.726
H 3.705 -0.768 3.531
H 2.037 -0.250 3.286
H 3.362 0.884 3.028
H 5.671 -0.981 1.278
H 5.273 0.577 0.543
H 5.158 -0.897 -0.413
H 3.704 -3.074 1.603
H 2.888 -2.955 0.047
H 1.964 -2.868 1.552
H 0.435 3.440 -1.376
H 2.117 3.755 -1.783
H 1.308 4.755 -0.578
H -0.015 2.669 1.823
H 1.132 3.942 2.261
H 1.418 2.285 2.787
H 4.436 2.906 -0.151
H 4.243 2.516 1.559
H 3.847 4.132 0.980
N 0.798 1.415 -3.770
C 0.409 0.170 -3.496
S -1.183 -0.095 -2.933
N 1.309 -0.795 -3.717
C 1.158 -2.181 -3.431
C 2.133 -2.798 -2.659
C 2.028 -4.152 -2.373
C 0.945 -4.881 -2.842
C -0.020 -4.257 -3.625
C 0.089 -2.910 -3.936
H 0.173 2.165 -3.532
H 1.759 1.641 -3.973
H 2.268 -0.491 -3.815
H 2.956 -2.208 -2.271
H 2.792 -4.635 -1.778
H 0.862 -5.936 -2.617
H -0.852 -4.827 -4.015
H -0.647 -2.426 -4.561
*
```

Mulliken population analysis, charges in e, atoms 1 to 4: atom 1 (V): 0.785, atom 2 (N): -0.260, atom 3 (C): 0.019, atom 4 (C): -0.815



3.
Below is a 4-piece molecular cluster, C22H51BrN4O6 overall, with properties calculated with ωB97M-V with the def2-TZVPD basis set.

Results
- energy (eV) = -111921.69214
- largest force on an atom (eV Å⁻¹) = 8.94
- HOMO energy (eV) = -9.0
- SMILES string = C[C@@H](Br)C[C@H]1C(=O)OC[C@@H]1C[C@H](O)CN.COC[C@@H](C)N.COC[C@@H](C)N.COC[C@@H](C)N
- orbital gap (eV) = 9.52

```
! RIJCOSX wB97M-V def2-TZVPD def2/J DEFGRID3
* xyz 0 1
C -6.005 -2.609 -2.146
C -5.034 -1.296 -2.401
Br -6.043 -0.093 -3.696
C -4.891 -0.505 -0.972
C -3.354 -0.088 -0.562
C -3.647 1.007 0.667
O -3.628 2.342 0.625
O -3.995 0.159 1.832
C -3.164 -1.080 1.691
C -2.397 -1.193 0.212
C -0.833 -0.765 0.525
C 0.271 -1.517 -0.453
O 1.609 -1.161 0.124
C 0.278 -0.969 -2.002
N 0.720 -2.161 -2.872
H -5.294 -3.558 -2.284
H -6.417 -2.684 -1.046
H -6.940 -2.655 -2.860
H -4.015 -1.543 -2.920
H -5.485 0.520 -1.101
H -5.355 -1.053 -0.048
H -2.790 0.301 -1.517
H -3.850 -2.002 2.007
H -2.478 -0.979 2.653
H -2.563 -2.348 -0.036
H -0.710 0.414 0.510
H -0.553 -1.109 1.633
H 0.213 -2.703 -0.364
H 1.648 -1.524 1.073
H -0.745 -0.511 -2.362
H 1.138 -0.167 -2.102
H -0.125 -2.693 -3.198
H 1.260 -1.823 -3.711
C 0.209 3.694 -7.070
O 1.318 3.163 -6.362
C 1.359 3.518 -4.977
C 0.467 2.641 -4.068
C -1.018 2.982 -4.160
N 0.646 1.210 -4.356
H -0.080 4.685 -6.706
H -0.636 3.004 -7.012
H 0.488 3.781 -8.124
H 2.402 3.371 -4.667
H 1.145 4.584 -4.843
H 0.776 2.824 -3.032
H -1.483 2.604 -5.074
H -1.564 2.536 -3.320
H -1.176 4.065 -4.118
H 1.625 0.967 -4.204
H 0.518 1.084 -5.364
C 2.435 3.704 2.545
O 2.178 2.717 1.559
C 3.199 2.594 0.565
C 4.405 1.728 0.997
C 5.357 2.441 1.954
N 3.970 0.465 1.610
H 2.969 4.569 2.138
H 2.994 3.266 3.374
H 1.476 4.048 2.942
H 2.719 2.101 -0.290
H 3.518 3.582 0.212
H 4.978 1.490 0.091
H 4.965 2.500 2.973
H 6.311 1.904 2.012
H 5.571 3.458 1.610
H 3.409 -0.051 0.931
H 3.301 0.700 2.349
C 1.905 -4.754 5.975
O 0.530 -4.725 5.628
C -0.083 -3.437 5.747
C 0.156 -2.505 4.537
C 1.553 -1.890 4.508
N -0.086 -3.200 3.265
H 2.143 -4.060 6.788
H 2.516 -4.536 5.097
H 2.152 -5.767 6.303
H -1.161 -3.630 5.816
H 0.205 -2.956 6.689
H -0.559 -1.676 4.617
H 2.319 -2.597 4.182
H 1.583 -1.047 3.806
H 1.835 -1.508 5.494
H -1.051 -3.530 3.252
H 0.465 -4.063 3.280
*
```

Mulliken population analysis, charges in e, atoms 1 to 4: atom 1 (C): -0.893, atom 2 (C): 0.121, atom 3 (Br): -0.188, atom 4 (C): -1.095



4.
Below is a 9-piece molecular cluster, C22H52ClINO14 overall, with properties calculated with ωB97M-V with the def2-TZVPD basis set.

Results
- energy (eV) = -74433.52693
- largest force on an atom (eV Å⁻¹) = 2.39
- HOMO energy (eV) = -5.4
- orbital gap (eV) = 7.55

```
! RIJCOSX wB97M-V def2-TZVPD def2/J DEFGRID3
* xyz -1 1
C -7.669 0.471 -0.853
C -6.438 0.314 -1.726
O -6.345 1.001 -2.727
N -5.422 -0.566 -1.338
C -5.995 -1.670 -0.521
C -4.788 -1.162 -2.537
C -3.505 -0.443 -2.896
C -2.390 -0.657 -1.841
C -1.113 -1.066 -2.600
C 0.125 -1.251 -1.698
C -0.160 -2.496 -0.840
C 1.065 -3.364 -0.478
O 1.099 -3.576 0.937
C 1.342 -1.270 -2.659
I 1.143 -2.183 -4.614
O 1.491 0.122 -2.971
C 0.826 0.908 -2.060
O 0.551 2.063 -2.241
C 0.547 -0.040 -0.888
Cl 2.237 -0.173 -0.190
C -0.330 0.409 0.320
O -0.134 -0.247 1.367
O -1.114 1.360 0.160
H -7.357 0.839 0.121
H -8.307 1.223 -1.290
H -8.234 -0.447 -0.763
H -6.340 -1.321 0.443
H -5.245 -2.418 -0.317
H -6.854 -2.105 -1.033
H -5.465 -1.109 -3.390
H -4.560 -2.211 -2.387
H -3.640 0.625 -3.023
H -3.165 -0.840 -3.853
H -2.676 -1.505 -1.225
H -2.239 0.245 -1.264
H -1.347 -2.009 -3.073
H -0.965 -0.327 -3.384
H -0.902 -3.130 -1.312
H -0.602 -2.187 0.100
H 0.932 -4.336 -0.939
H 2.007 -2.911 -0.766
H 1.713 -2.927 1.286
H 2.270 -1.681 -2.299
C -2.738 4.168 -1.039
O -3.748 4.551 -0.097
H -2.999 4.588 -2.009
H -1.769 4.556 -0.729
H -2.689 3.081 -1.114
H -3.497 4.168 0.747
C 4.020 3.626 -1.557
O 3.395 2.811 -2.539
H 5.086 3.659 -1.762
H 3.617 4.646 -1.596
H 3.860 3.205 -0.558
H 2.450 2.795 -2.339
C -6.668 -1.772 3.931
O -6.923 -2.376 2.665
H -5.916 -1.001 3.787
H -7.577 -1.314 4.331
H -6.289 -2.511 4.642
H -7.587 -3.056 2.795
C 6.805 5.322 0.039
O 7.086 4.408 -1.016
H 6.121 4.836 0.729
H 7.721 5.591 0.573
H 6.334 6.229 -0.351
H 7.689 4.843 -1.623
C 2.594 -3.126 4.459
O 2.503 -3.632 3.130
H 3.277 -2.280 4.459
H 1.612 -2.793 4.803
H 2.980 -3.900 5.129
H 1.897 -4.375 3.131
C 6.299 -4.464 5.606
O 5.442 -4.320 6.738
H 5.834 -3.967 4.759
H 7.269 -4.003 5.810
H 6.434 -5.523 5.371
H 5.866 -4.767 7.473
C 1.078 5.385 -0.154
O -0.054 6.254 -0.133
H 1.662 5.621 -1.040
H 1.699 5.536 0.734
H 0.762 4.339 -0.204
H -0.565 6.035 0.650
C 5.855 -1.286 -1.041
O 4.824 -2.266 -1.036
H 6.187 -1.156 -2.068
H 5.481 -0.331 -0.665
H 6.703 -1.613 -0.430
H 4.529 -2.375 -0.128
*
```

Mulliken population analysis, charges in e, atoms 1 to 4: atom 1 (C): -1.352, atom 2 (C): 0.745, atom 3 (O): -0.604, atom 4 (N): 0.270



5.
Below is a 6-piece molecular cluster, C22H52N15O8S2 overall, with properties calculated with ωB97M-V with the def2-TZVPD basis set.

Results
- energy (eV) = -84056.72875
- largest force on an atom (eV Å⁻¹) = 0.93
- HOMO energy (eV) = -10.4
- orbital gap (eV) = 8.21

```
! RIJCOSX wB97M-V def2-TZVPD def2/J DEFGRID3
* xyz 1 1
C 1.116 6.477 -1.648
C 1.764 5.129 -1.914
O 3.141 5.233 -2.269
C 4.013 5.262 -1.154
C 4.256 3.888 -0.549
O 4.510 2.905 -1.592
N 3.356 2.454 -2.142
C 2.813 1.343 -1.741
N 1.652 0.934 -2.407
C 1.927 -0.422 -2.952
C 2.208 -1.386 -1.793
C 1.028 -1.560 -0.829
C -0.325 -1.773 -1.500
C -1.461 -1.774 -0.472
C -1.843 -0.350 -0.023
C -3.350 -0.086 0.057
C -3.663 1.420 -0.042
C -4.841 1.886 0.818
S -6.408 2.055 -0.061
C -5.968 3.332 -1.139
N -4.989 4.166 -1.037
N -5.064 4.976 -2.173
C -6.076 4.566 -2.835
O -6.707 3.517 -2.253
C 3.441 -0.874 -1.027
S 5.031 -1.249 -1.796
N 3.305 0.601 -0.737
H 1.321 6.852 -0.646
H 1.416 7.202 -2.403
H 0.032 6.363 -1.722
H 1.259 4.649 -2.756
H 1.618 4.469 -1.050
H 3.584 5.899 -0.370
H 4.957 5.718 -1.447
H 5.170 3.902 0.040
H 3.456 3.569 0.118
H 2.936 3.003 -2.885
H 0.929 0.830 -1.697
H 1.117 -0.740 -3.599
H 2.821 -0.347 -3.575
H 2.482 -2.356 -2.215
H 1.240 -2.434 -0.208
H 0.962 -0.692 -0.161
H -0.543 -0.982 -2.226
H -0.338 -2.720 -2.045
H -1.147 -2.338 0.409
H -2.338 -2.280 -0.877
H -1.419 0.388 -0.718
H -1.409 -0.141 0.959
H -3.758 -0.493 0.985
H -3.833 -0.609 -0.772
H -3.848 1.671 -1.085
H -2.775 1.970 0.282
H -5.047 1.197 1.637
H -4.621 2.868 1.237
H -6.463 4.936 -3.769
H 3.491 -1.375 -0.060
H 4.726 -1.055 -3.084
H 4.182 0.967 -0.372
C 4.265 3.653 3.448
O 4.694 3.691 2.299
N 3.613 2.562 3.944
N 4.412 4.697 4.306
H 3.260 2.510 4.881
H 3.500 1.773 3.338
H 4.895 5.508 3.969
H 4.074 4.689 5.250
C -10.685 2.539 0.270
O -10.088 3.331 0.975
N -10.115 1.979 -0.843
N -11.970 2.145 0.531
H -10.581 1.325 -1.441
H -9.175 2.254 -1.054
H -12.414 2.540 1.338
H -12.478 1.496 -0.039
C 3.750 -5.007 0.085
O 2.685 -4.593 -0.365
N 3.878 -6.165 0.775
N 4.903 -4.286 -0.090
H 4.757 -6.497 1.144
H 3.048 -6.709 0.915
H 4.778 -3.445 -0.617
H 5.802 -4.553 0.265
C 6.229 -8.988 2.125
O 6.145 -7.834 1.723
N 6.895 -9.307 3.269
N 5.666 -10.030 1.452
H 6.981 -10.243 3.615
H 7.321 -8.556 3.779
H 5.178 -9.820 0.602
H 5.724 -10.982 1.759
C -3.770 -3.725 1.783
O -3.244 -4.194 0.790
N -3.129 -3.666 2.992
N -5.043 -3.220 1.771
H -3.547 -3.295 3.823
H -2.201 -4.044 3.036
H -5.542 -3.259 0.903
H -5.497 -2.842 2.580
*
```

Mulliken population analysis, charges in e, atoms 1 to 4: atom 1 (C): -1.389, atom 2 (C): -0.026, atom 3 (O): -0.461, atom 4 (C): -0.599